{
  "formula": "C16H22F4InN4O2S5Sb",
  "method": "ωB97M-V/def2-TZVPD",
  "elements": ["In", "H", "C", "S", "H", "F", "H", "H", "H", "H", "C", "C", "C", "H", "N", "H", "H", "C", "S", "F", "O", "H", "N", "H", "C", "C", "H", "H", "H", "C", "C", "O", "F", "C", "C", "F", "C", "C", "H", "H", "H", "S", "H", "S", "C", "H", "C", "N", "C", "N", "H", "S", "H", "H", "Sb"],
  "coordinates": [[0.019, 0.961, 0.346], [4.418, 0.324, 0.579], [-1.837, -0.643, -4.192], [-0.321, 3.622, 0.146], [1.589, 1.275, 2.799], [-0.612, -1.489, -0.999], [-1.758, 1.467, -4.695], [-0.831, -0.606, -3.770], [-3.405, 0.786, -4.627], [-2.122, 2.167, -2.625], [-2.685, 0.401, -1.786], [-0.565, -4.866, 0.295], [-0.843, 2.617, 3.687], [-2.252, -2.499, -3.157], [-2.497, 1.230, -2.795], [-1.785, -1.032, -5.210], [2.978, -0.588, 0.021], [-1.163, 1.135, 3.486], [-0.670, 4.166, -3.537], [-1.560, -3.889, -1.609], [-1.703, 0.518, 4.406], [-3.677, -1.706, -3.850], [1.010, -1.018, 1.119], [-0.015, 2.699, 4.394], [0.501, -2.232, 0.958], [1.878, -0.777, 2.258], [3.271, 0.723, 2.907], [-3.000, -1.471, -1.236], [1.374, -0.976, 3.208], [3.408, 0.405, 0.141], [-2.723, -1.532, -3.338], [-0.811, 0.595, 2.371], [0.445, -5.676, 2.248], [3.049, 2.577, 1.062], [0.699, -3.397, 1.764], [1.410, -3.343, 2.919], [-0.808, -3.751, -0.490], [2.348, 0.667, 2.303], [4.041, 2.595, 1.549], [-0.559, 3.105, 2.757], [-1.704, 3.126, 4.116], [0.833, 1.087, -2.050], [-0.946, -5.844, 0.047], [-2.695, 0.896, -0.149], [-2.406, 0.765, -4.172], [3.476, 0.854, -0.848], [-0.314, -2.516, -0.176], [2.536, 1.221, 0.973], [0.190, -4.630, 1.428], [-2.973, -0.889, -2.054], [2.365, 3.209, 1.623], [0.533, 5.077, 1.237], [3.150, 3.002, 0.063], [2.753, -1.438, 2.198], [0.966, 3.537, -2.039]],
  "atomic_forces_ev_per_a": [[0.3, 0.0, 0.2], [0.0, 0.0, 0.0], [0.0, 0.0, 0.1], [-0.2, -0.9, -0.7], [0.1, 0.1, 0.0], [0.3, -0.1, -0.1], [0.0, 0.1, 0.0], [0.0, 0.0, 0.0], [0.1, 0.0, -0.1], [0.0, -0.1, 0.2], [-0.4, -0.1, -0.1], [0.0, 0.0, 0.0], [0.0, -0.3, -0.3], [-0.1, 0.1, 0.0], [0.2, 0.1, -0.2], [0.0, 0.0, 0.0], [0.1, 0.0, 0.0], [-0.1, 0.3, 0.4], [-0.2, -0.2, -0.2], [0.0, 0.0, 0.0], [0.1, 0.0, -0.2], [0.0, 0.0, 0.0], [-0.6, 0.4, -0.2], [0.0, 0.0, 0.0], [0.1, -0.3, 0.0], [0.0, -0.2, 0.1], [0.0, 0.0, -0.1], [0.0, 0.0, 0.1], [0.0, 0.0, 0.0], [0.1, -0.1, -0.1], [0.0, 0.0, -0.2], [0.1, 0.0, -0.4], [0.1, 0.0, 0.1], [0.0, 0.1, 0.0], [0.0, 0.1, -0.1], [0.0, 0.0, 0.0], [0.1, -0.1, 0.3], [-0.1, 0.0, 0.1], [0.0, -0.1, 0.0], [0.0, 0.1, 0.1], [0.0, 0.0, 0.0], [-0.2, -0.2, 0.3], [0.0, 0.0, 0.0], [0.3, 0.0, 0.2], [0.1, 0.0, 0.0], [0.0, 0.0, 0.0], [0.0, 0.1, 0.1], [0.0, 0.0, 0.0], [-0.1, -0.1, -0.2], [-0.1, 0.1, -0.2], [0.0, 0.1, 0.0], [0.4, 0.7, 0.5], [0.0, 0.0, 0.0], [0.0, 0.0, 0.0], [-0.2, 0.1, 0.2]],
  "relative_energy_kcal_mol": 12.3,
  "homo_ev": -1.26,
  "charge": -2,
  "total_energy_ha": -3813.38978
}


{
  "formula": "C4H15NO2S",
  "method": "ωB97M-V/def2-TZVPD",
  "elements": ["S", "H", "H", "H", "C", "C", "H", "H", "O", "H", "H", "H", "C", "H", "C", "N", "O", "H", "H", "H", "H", "H", "H"],
  "coordinates": [[-2.360, 2.030, -1.927], [-0.116, -2.338, -2.652], [1.914, -0.703, 0.560], [1.351, 0.862, 1.306], [-2.255, 0.849, -0.572], [-0.847, 0.413, -0.219], [-0.262, 0.081, -1.070], [2.217, -0.421, 2.203], [-0.844, -2.150, -2.048], [3.334, 0.335, -1.167], [0.373, -1.914, 1.867], [3.885, 1.360, -0.232], [1.473, -0.208, 1.431], [-2.768, -0.030, -0.947], [0.119, -0.858, 1.773], [-0.904, -0.686, 0.752], [3.410, 1.297, -1.072], [-1.825, -0.820, 1.136], [-0.415, -2.104, -1.182], [-0.179, -0.489, 2.747], [-0.291, 1.276, 0.163], [-2.216, 3.148, -1.201], [-2.793, 1.071, 0.352]],
  "atomic_forces_ev_per_a": [[-0.1, 0.3, 0.3], [-0.2, 0.0, -0.1], [-0.3, 0.4, -0.3], [0.4, 0.0, -0.2], [0.2, -1.1, -0.1], [0.6, 0.3, 0.8], [-0.3, 0.1, -0.5], [-0.3, 0.2, 0.3], [0.4, -0.1, 0.0], [-0.1, 0.3, -0.2], [-0.4, -0.2, 0.2], [-0.1, 0.3, -0.2], [-0.2, -0.6, 0.0], [-0.1, -0.3, -0.3], [1.3, 0.0, -0.3], [0.1, -0.3, -0.3], [0.2, -0.6, 0.4], [-0.1, 0.1, 0.0], [-0.4, 0.1, 0.1], [-0.3, 0.1, 0.3], [-0.2, 0.1, 0.2], [0.1, 0.0, 0.0], [0.0, 0.7, -0.2]],
  "smiles": "CCNCCS.O.O",
  "relative_energy_kcal_mol": 21.5,
  "homo_ev": -8.71,
  "charge": 0,
  "total_energy_ha": -764.78804
}